(1)
The molecule C3H6N4O at a distorted geometry. Source: OMol25; level of theory: the ωB97M-V functional and the def2-TZVPD basis.

Each line ends with the Löwdin charge.
Geometry (Å):
1 H -0.2147 2.4096 -0.6343  0.047
2 N 0.5777 1.9169 -0.2597  0.135
3 C 0.2772 0.7291 0.0226  -0.446
4 C -0.9417 -0.1656 0.0514  -0.245
5 N -2.2694 0.3209 0.1679  0.049
6 C -0.3216 -1.3853 -0.2160  -0.095
7 N 1.0485 -1.4904 0.0697  0.054
8 N 1.2250 -0.0969 0.3948  -0.142
9 O 2.6668 0.1536 0.1888  -0.011
10 H -2.9056 -0.4902 0.1959  0.081
11 H -2.3269 0.8549 1.1695  0.165
12 H -0.9933 -2.2262 -0.5160  0.121
13 H 1.6564 -1.7048 -0.7953  0.170
14 H 2.5216 1.1743 0.1608  0.116

---

(2)
A structure of composition C23H32AuN5O2. Source: OMol25; level of theory: the ωB97M-V functional and the def2-TZVPD basis.

As for the total charge: +2.

Each line ends with the Löwdin charge.
Geometry (Å):
1 Au 0.1689 -0.6026 -1.1984  0.750
2 C 1.3545 4.3771 1.6606  -0.043
3 O 1.2074 3.7245 0.3957  -0.001
4 C 1.4978 2.4248 0.2364  -0.570
5 O 1.3538 1.9177 -0.8532  -0.001
6 N 1.9378 1.7667 1.3389  0.009
7 N 2.3148 0.4236 1.2458  0.048
8 H 1.0347 5.4004 1.4988  0.104
9 H 2.3962 4.3743 1.9835  0.102
10 H 0.7099 3.9215 2.4151  0.096
11 H 1.9371 2.2200 2.2371  0.127
12 H 1.7410 -0.1359 1.8659  0.076
13 H 3.2914 0.3325 1.4986  0.096
14 N 1.8112 -2.7903 -6.1282  0.235
15 C 1.9116 -2.0836 -4.7833  -0.286
16 C 2.9874 -2.7600 -3.9499  -0.106
17 C 3.0930 -2.0896 -2.5775  -0.354
18 N 1.9148 -2.4342 -1.7637  0.006
19 C 3.2622 -0.5698 -2.7052  -0.105
20 C 2.3189 0.1303 -3.6857  -0.332
21 N 0.9517 0.3186 -3.1320  -0.022
22 C 2.2531 -0.6226 -5.0168  -0.103
23 H 1.6415 -3.7929 -6.0159  0.178
24 H 2.6838 -2.6825 -6.6537  0.179
25 H 1.0570 -2.4065 -6.7028  0.179
26 H 0.9284 -2.1855 -4.3207  0.156
27 H 3.9500 -2.6672 -4.4640  0.140
28 H 2.7833 -3.8275 -3.8241  0.131
29 H 4.0027 -2.4728 -2.1092  0.147
30 H 2.1809 -2.5975 -0.7999  0.086
31 H 1.4668 -3.2863 -2.0796  0.081
32 H 4.2875 -0.3703 -3.0285  0.133
33 H 3.1423 -0.1110 -1.7197  0.107
34 H 2.7393 1.1147 -3.8985  0.154
35 H 0.2784 0.4406 -3.8806  0.094
36 H 0.9547 1.2050 -2.6189  0.048
37 H 3.2357 -0.5609 -5.4966  0.141
38 H 1.5312 -0.1400 -5.6832  0.132
39 C -0.9982 -0.6255 0.3838  -0.144
40 C -1.7147 -0.3328 1.3437  -0.127
41 C -2.5083 -0.0120 2.4160  -0.080
42 C -1.9450 -0.1084 3.7615  -0.177
43 C -2.3315 0.7771 4.7753  -0.015
44 C -1.7467 0.6942 6.0277  -0.044
45 C -0.7827 -0.2732 6.2779  -0.042
46 C -0.3870 -1.1542 5.2758  -0.053
47 C -0.9528 -1.0637 4.0198  -0.015
48 C -3.8637 0.4496 2.1903  -0.172
49 C -4.2046 1.0370 0.9624  0.003
50 C -5.4948 1.4720 0.7422  -0.045
51 C -6.4609 1.3006 1.7295  -0.033
52 C -6.1445 0.6923 2.9379  -0.040
53 C -4.8504 0.2696 3.1729  -0.009
54 H -3.0572 1.5518 4.5690  0.124
55 H -2.0398 1.3848 6.8062  0.118
56 H -0.3333 -0.3411 7.2600  0.118
57 H 0.3589 -1.9101 5.4805  0.114
58 H -0.6686 -1.7540 3.2359  0.116
59 H -3.4402 1.1660 0.2073  0.117
60 H -5.7556 1.9393 -0.1972  0.115
61 H -7.4740 1.6365 1.5508  0.119
62 H -6.9071 0.5413 3.6890  0.119
63 H -4.6101 -0.2400 4.0952  0.124

---

(3)
The molecule C5H9NO. Source: OMol25; level of theory: the ωB97M-V functional and the def2-TZVPD basis.

Each line ends with the Löwdin charge.
Geometry (Å):
1 C -0.2874 1.5343 -0.5639  -0.056
2 C 0.3046 0.7972 0.6416  -0.210
3 C 1.7359 0.4143 0.2642  -0.455
4 O 2.7997 0.9670 0.2216  0.109
5 N 1.3664 -0.9131 -0.0743  0.106
6 C 0.0492 -0.7323 0.5901  -0.334
7 C -1.1557 -1.3369 -0.0976  -0.058
8 H 0.0293 2.5800 -0.5762  0.085
9 H -1.3809 1.4940 -0.5713  0.080
10 H 0.0656 1.0738 -1.4953  0.088
11 H 0.1367 1.3238 1.5849  0.140
12 H 1.3480 -1.1045 -1.0716  0.131
13 H 0.1278 -1.1587 1.5970  0.136
14 H -1.2802 -0.9825 -1.1257  0.074
15 H -2.0718 -1.1086 0.4572  0.084
16 H -1.0493 -2.4271 -0.1234  0.081

---

(4)
A cluster of 2 separate species, C5H11N3 in total at a distorted geometry. Source: OMol25; level of theory: the ωB97M-V functional and the def2-TZVPD basis.

Each line ends with the Löwdin charge.
Geometry (Å):
1 H 1.5442 -1.6019 1.3646  0.055
2 N 1.9501 -0.8438 0.7965  0.090
3 N 1.4048 -0.7292 -0.3239  -0.171
4 N 0.5320 -1.4954 -0.9004  -0.046
5 C 0.5833 -2.7069 -1.2646  -0.010
6 H 1.3290 -3.4160 -0.9100  0.066
7 H -0.1805 -3.0392 -1.9576  0.063
8 C 0.6211 1.3191 -0.6744  -0.026
9 C -0.4801 1.2344 0.1397  -0.424
10 C -1.8069 0.7633 -0.3635  -0.090
11 C -0.3088 1.3453 1.6120  -0.084
12 H 0.4903 1.2963 -1.7466  0.068
13 H 1.5067 1.8325 -0.3321  0.073
14 H -2.5944 1.4601 -0.0662  0.078
15 H -1.8164 0.6577 -1.4456  0.070
16 H -2.0582 -0.2107 0.0703  0.074
17 H -1.1213 0.8751 2.1653  0.073
18 H -0.2322 2.3929 1.9187  0.082
19 H 0.6374 0.8663 1.9178  0.058

---

(5)
A cluster of 2 separate species, C2H6NS in total at a distorted geometry. Source: OMol25; level of theory: the ωB97M-V functional and the def2-TZVPD basis.

As for the total charge: -1.

Each line ends with the Löwdin charge.
Geometry (Å):
1 S 1.1534 -1.7935 -1.2855  -0.334
2 H 2.2429 -1.4722 -1.9995  -0.503
3 C -0.3307 1.8098 1.9254  -0.188
4 C -1.1809 0.6478 0.1065  -0.091
5 N -1.3395 1.5876 0.9317  -0.120
6 H -0.0114 2.8482 1.8634  0.059
7 H 0.5923 1.2256 1.8434  0.075
8 H -0.7833 1.7060 2.9090  0.063
9 H -2.0050 0.4017 -0.5519  0.058
10 H -0.4075 -0.1106 0.2452  -0.018

---

(6)
The molecule C4H8S2 at a distorted geometry. Source: OMol25; level of theory: the ωB97M-V functional and the def2-TZVPD basis.

Each line ends with the Löwdin charge.
Geometry (Å):
1 C -1.2871 -0.1075 -0.6379  -0.142
2 C -0.1750 -0.2386 0.3360  -0.691
3 C -0.3981 0.2681 1.8227  -0.131
4 S 1.2938 0.7103 -0.1109  0.909
5 C 2.0510 -0.0760 -1.4079  -1.138
6 S 3.2916 0.3630 -2.3155  0.601
7 H -1.4989 -0.9602 -1.2803  0.074
8 H -2.2062 0.0634 -0.0967  0.066
9 H -1.0792 0.7958 -1.3622  0.114
10 H 0.0806 -1.2923 0.3184  0.098
11 H -0.7334 1.3580 1.6989  0.098
12 H -1.2824 -0.1394 2.2572  0.058
13 H 0.5024 0.2309 2.4229  0.058
14 H 1.4407 -0.9755 -1.6446  0.025

---

Calculated Kohn-Sham gap (eV), listed in the same order as above: 9.030 6.928 10.449 8.295 6.590 8.592
Calculated ΔE to the lowest compared entry with this formula, charge and spin (kcal/mol), listed in the same order as above: 119.0 17.1 27.1 110.4 19.1 30.3